Entry from the OMol25 dataset: a cluster of 2 separate species, C2H8OS in total at a distorted geometry (ωB97M-V/def2-TZVPD).

```
12
Properties=species:S:1:pos:R:3:forces:R:3:lowdin_charge:R:1
C -1.8421 0.5089 1.8226 0.92 -1.05 -2.54 -0.44
S -0.9326 -0.5242 2.9915 -0.09 0.51 1.34 0.74
C 0.2409 -1.6721 2.3150 1.08 -0.25 0.70 -0.47
H -1.7922 0.1171 0.7386 -0.55 0.11 1.76 0.07
H -1.5592 1.5423 1.6803 0.56 0.28 0.63 0.02
H -2.8069 0.4565 2.2740 -0.94 0.09 -0.34 0.00
H 1.1129 -1.2613 1.8566 0.53 0.88 -0.45 0.01
H 0.6990 -2.1548 3.2395 -1.09 0.16 -1.16 0.06
H -0.1657 -2.3460 1.5868 -0.41 -0.73 0.06 0.02
O 2.2421 1.7610 -6.5687 -0.74 -1.41 0.86 -0.06
H 2.0289 1.1705 -5.8080 0.01 0.39 -1.05 0.05
H 2.7749 2.4021 -6.1281 0.73 1.02 0.20 0.01
```
Positions in Å, forces in eV/Å.

The spin multiplicity is 1. For the electronic energy, the calculation gives -15085.565 eV. The value obtained for the energy above the lowest of the compared OMol25 structures with the same formula, charge and spin is 21.1 kcal/mol.

---

Entry from the OMol25 dataset: a cluster of 2 separate species, C2H8OS2 in total at a distorted geometry (ωB97M-V/def2-TZVPD).

```
13
Properties=species:S:1:pos:R:3:forces:R:3:lowdin_charge:R:1
C -0.3088 2.3482 -0.7534 -1.55 -2.58 -4.30 -0.20
C 0.2089 1.1277 -1.6469 1.06 0.39 3.17 -0.55
S 0.5469 -0.1903 -0.3054 1.93 2.49 -0.96 0.11
S -0.6671 -1.9457 -0.3803 -2.22 -2.13 0.20 -0.13
H 0.3940 2.7552 -0.1688 2.56 0.67 2.86 0.00
H -1.2834 2.1521 -0.3299 0.10 -0.17 0.40 0.06
H -0.3989 3.0851 -1.4874 -0.89 1.89 -1.31 0.02
H 1.1473 1.3360 -2.1963 -0.23 0.19 0.61 0.04
H -0.4560 0.8150 -2.4130 -1.17 -0.43 -0.24 0.03
H -0.2128 -2.5513 -1.4660 0.37 -0.25 -0.34 -0.31
H 0.6916 1.0088 2.6513 0.14 -0.18 -0.29 -0.01
H -0.5894 0.4021 3.2478 2.47 0.19 0.41 0.07
O 0.4039 0.5396 3.4419 -2.58 -0.11 -0.20 -0.13
```
Positions in Å, forces in eV/Å.

The spin multiplicity is 2. For the electronic energy, the calculation gives -25920.470 eV. Its net charge is -1. The value obtained for the energy above the lowest of the compared OMol25 structures with the same formula, charge and spin is 23.5 kcal/mol.

---

Entry from the OMol25 dataset: a cluster of 2 separate species, C2H8OS2 in total at a distorted geometry (ωB97M-V/def2-TZVPD).

```
13
Properties=species:S:1:pos:R:3:forces:R:3:lowdin_charge:R:1
C 0.0000 0.0000 0.0000 0.41 0.37 0.06 -0.44
S -0.7665 0.9897 -1.3787 1.38 -1.60 -0.21 0.38
S -2.1677 2.0580 -0.4972 -1.25 0.48 1.24 0.39
C -1.8562 3.7430 -1.0133 -0.17 0.72 -0.73 -0.50
H 1.0392 -0.1546 -0.3358 -0.38 0.00 0.23 0.02
H -0.4575 -0.9849 0.1932 -0.12 0.56 -0.44 0.03
H 0.0164 0.5714 0.9433 -0.01 -0.06 -0.54 0.01
H -0.8733 4.2143 -0.8449 -0.26 -0.62 0.21 0.04
H -2.6245 4.3338 -0.4867 0.27 -0.17 -0.25 0.03
H -2.0759 3.7638 -2.0940 0.13 0.35 0.45 0.03
O 1.3604 2.5593 2.0224 0.84 0.88 -0.15 -0.09
H 2.0995 2.8073 2.6228 -0.79 -0.24 -0.67 0.05
H 1.4368 3.1822 1.2646 -0.07 -0.66 0.81 0.05
```
Positions in Å, forces in eV/Å.

The spin multiplicity is 1. For the electronic energy, the calculation gives -25921.363 eV. The value obtained for the energy above the lowest of the compared OMol25 structures with the same formula, charge and spin is 13.2 kcal/mol.

---

Entry from the OMol25 dataset: a cluster of 2 separate species, C2H8OS2 in total (ωB97M-V/def2-TZVPD).

```
13
Properties=species:S:1:pos:R:3:forces:R:3:lowdin_charge:R:1
C -0.3580 -1.1306 -1.3899 0.37 0.24 -0.45 -0.48
S -1.1372 0.3881 -0.7752 0.01 -0.15 -0.02 0.35
S -1.3711 0.0316 1.2069 -0.45 -0.16 0.49 0.29
H -0.4981 -1.9911 -0.7463 -0.04 0.15 0.31 0.03
H -0.7542 -1.3923 -2.3702 -0.19 0.21 -0.04 0.03
H 0.6944 -0.8833 -1.5083 0.11 -0.41 0.09 0.00
H -0.1785 0.3117 1.7649 0.18 0.08 -0.40 -0.20
C 2.6967 0.7099 -0.0686 -0.45 0.20 -0.19 -0.15
O 2.0399 -0.2712 0.7194 -0.34 0.48 0.10 -0.15
H 2.9423 1.5730 0.5320 0.40 0.14 0.43 0.07
H 1.9974 1.1064 -0.8073 0.01 -0.28 -0.28 0.06
H 3.5856 0.3084 -0.5481 0.07 0.12 -0.10 0.08
H 2.5496 -1.0678 0.6905 0.32 -0.62 0.07 0.07
```
Positions in Å, forces in eV/Å.

The spin multiplicity is 1. For the electronic energy, the calculation gives -25921.107 eV. The value obtained for the energy above the lowest of the compared OMol25 structures with the same formula, charge and spin is 19.1 kcal/mol.

---

Question: electronic energy of number 3 (C2H8OS2)?
Answer: -25921.363 eV